Formula: C4N4O
Source: the OMol25 dataset
Level of theory: ωB97M-V/def2-TZVPD

The calculated total energy is -12150.6357 eV. The calculation puts the energy above the lowest of the compared OMol25 structures with the same formula, charge and spin at 0.0 kJ/mol. For the HOMO energy, the calculation gives -10.02 eV. The orbital gap is 8.69 eV.

ORCA input file:
```
! wB97M-V def2-TZVPD RIJCOSX def2/J DEFGRID3
* xyz 0 1
C 2.285 -0.805 1.353
C 1.450 -0.154 0.545
C -0.814 0.734 -1.876
C -2.087 -0.128 1.099
N 3.015 -1.205 2.137
N 0.628 0.276 -0.134
N -0.008 1.020 -0.882
N -1.415 0.611 -2.845
O -3.053 -0.350 0.601
*
```

***

Formula: C50H103NO22S11
Source: the OMol25 dataset
Level of theory: ωB97M-V/def2-TZVPD

The calculated total energy is -219223.6089 eV. For the HOMO energy (spin up / spin down), the calculation gives -11.20 / -11.20 eV. The orbital gap (spin up / spin down) is 8.68 / 4.19 eV. The expectation value of S² is 0.75.

ORCA input file:
```
! wB97M-V def2-TZVPD RIJCOSX def2/J DEFGRID3
* xyz 1 2
C 1.559 -1.571 -0.999
C 0.438 -0.608 -0.636
N 0.756 0.225 0.495
C 0.469 1.655 0.439
C 1.040 2.307 -0.849
C 0.247 -0.410 1.694
C 1.034 -0.185 2.905
H 2.011 -2.002 -0.106
H 2.334 -1.128 -1.625
H 1.082 -2.420 -1.489
H 0.242 -0.069 -1.563
H -0.414 -1.282 -0.547
H -0.592 1.865 0.300
H 0.916 1.995 1.373
H 1.238 3.352 -0.612
H 1.940 1.786 -1.174
H 0.325 2.299 -1.672
H 0.212 -1.498 1.634
H -0.755 -0.010 1.854
H 1.573 0.756 3.017
H 1.715 -1.024 3.046
H 0.365 -0.343 3.751
C 5.697 0.453 -3.812
C 4.662 1.199 -2.925
C 3.407 1.497 -3.820
S 3.160 -0.080 -4.789
O 3.067 0.344 -6.186
O 2.155 -0.985 -4.178
C 4.970 -0.705 -4.517
H 6.539 0.074 -3.232
H 6.148 1.084 -4.578
H 5.148 2.099 -2.548
H 4.323 0.627 -2.062
H 3.653 2.197 -4.619
H 2.421 1.694 -3.398
H 5.482 -0.912 -5.457
H 4.789 -1.632 -3.973
C 0.290 -1.615 7.181
C 1.463 -0.747 7.666
C 1.026 0.175 8.828
S -0.761 -0.048 9.184
O -1.633 0.816 8.352
O -0.963 -0.139 10.623
C -0.757 -1.704 8.333
H 0.660 -2.586 6.853
H -0.015 -1.140 6.248
H 1.996 -0.323 6.815
H 2.084 -1.559 8.043
H 1.097 1.261 8.783
H 1.639 -0.189 9.652
H -1.800 -1.852 8.052
H -0.261 -2.393 9.017
C 0.516 -4.991 -4.674
C 0.719 -6.381 -4.031
C 2.222 -6.767 -3.763
S 2.854 -5.144 -3.178
O 4.218 -4.965 -3.701
O 2.609 -4.916 -1.782
C 1.580 -4.044 -4.200
H -0.468 -4.534 -4.574
H 0.500 -5.022 -5.763
H 0.238 -7.153 -4.632
H 0.293 -6.394 -3.028
H 2.933 -6.797 -4.588
H 2.576 -7.427 -2.970
H 2.053 -3.557 -5.053
H 1.258 -3.216 -3.568
C 5.135 -0.287 2.808
C 4.926 -1.365 1.736
C 4.937 -0.761 0.371
S 6.304 0.400 0.543
O 5.858 1.639 -0.114
O 7.578 -0.140 0.136
C 6.354 0.587 2.379
H 5.221 -0.713 3.807
H 4.282 0.390 2.844
H 4.117 -2.063 1.948
H 5.669 -2.157 1.829
H 3.969 -0.261 0.339
H 5.162 -1.474 -0.423
H 6.334 1.640 2.663
H 7.123 -0.047 2.820
C 2.312 7.521 -4.967
C 2.652 6.323 -4.041
C 1.562 6.154 -3.078
S 0.010 6.193 -4.226
O -1.016 7.131 -3.626
O -0.233 4.887 -4.874
C 0.937 7.160 -5.517
H 3.044 7.670 -5.761
H 2.193 8.491 -4.484
H 3.575 6.375 -3.463
H 2.686 5.384 -4.594
H 1.306 6.914 -2.339
H 1.750 5.361 -2.354
H 0.189 7.851 -5.905
H 1.106 6.408 -6.289
C 0.959 6.166 1.301
C -0.126 7.241 0.912
C -1.475 6.639 1.241
S -1.195 6.030 2.993
O -2.217 5.033 3.411
O -0.846 7.206 3.776
C 0.405 5.258 2.519
H 1.754 6.846 1.608
H 1.239 5.660 0.377
H -0.103 7.270 -0.177
H -0.085 8.297 1.182
H -1.753 5.800 0.602
H -2.310 7.305 1.455
H 0.093 4.278 2.158
H 1.078 5.144 3.368
C -3.953 -0.485 5.092
C -2.656 -0.831 4.294
C -2.798 -2.322 3.970
S -4.507 -2.456 3.253
O -5.019 -3.811 3.227
O -4.616 -1.687 2.015
C -5.177 -1.390 4.585
H -4.113 0.588 4.983
H -3.841 -0.655 6.163
H -1.768 -0.541 4.856
H -2.465 -0.246 3.394
H -2.748 -3.007 4.817
H -2.237 -2.712 3.121
H -5.409 -1.993 5.462
H -6.065 -0.792 4.376
C -4.500 1.481 1.439
C -4.432 2.953 1.743
C -4.682 3.886 0.603
S -3.645 3.031 -0.788
O -2.236 3.490 -0.749
O -4.390 3.100 -2.059
C -4.195 1.380 -0.007
H -5.529 1.128 1.494
H -3.765 0.884 1.978
H -3.560 3.197 2.349
H -5.258 2.908 2.453
H -4.406 4.924 0.791
H -5.701 3.767 0.235
H -3.399 0.771 -0.435
H -5.142 1.188 -0.512
C -0.182 1.559 -5.269
C -0.820 0.605 -4.299
C -2.336 0.752 -4.446
S -2.523 0.670 -6.346
O -3.460 1.786 -6.703
O -2.665 -0.725 -6.820
C -0.815 1.189 -6.608
H 0.904 1.635 -5.316
H -0.626 2.541 -5.106
H -0.453 0.948 -3.332
H -0.453 -0.420 -4.359
H -2.784 1.691 -4.120
H -3.042 0.020 -4.054
H -0.759 2.069 -7.249
H -0.295 0.373 -7.111
C 0.254 -5.189 3.562
C 1.002 -4.452 2.433
C 0.277 -4.667 1.082
S -1.073 -5.886 1.413
O -0.867 -6.986 0.432
O -2.410 -5.257 1.519
C -0.517 -6.417 3.005
H -0.379 -4.444 4.043
H 0.988 -5.491 4.309
H 2.026 -4.787 2.270
H 1.046 -3.364 2.387
H 1.002 -5.178 0.448
H -0.034 -3.790 0.514
H 0.096 -7.315 2.923
H -1.433 -6.726 3.509
C -5.436 -4.621 -0.947
C -5.763 -3.174 -1.348
C -4.448 -2.503 -1.405
S -3.195 -3.637 -2.189
O -2.079 -3.613 -1.236
O -3.083 -3.330 -3.634
C -4.341 -5.112 -1.934
H -6.359 -5.199 -0.895
H -5.084 -4.731 0.078
H -6.422 -2.679 -0.634
H -6.287 -3.293 -2.296
H -4.131 -2.446 -0.363
H -4.452 -1.490 -1.805
H -3.748 -5.904 -1.476
H -4.601 -5.448 -2.938
*
```

***

Formula: C50H106CuF6N2O22S7
Source: the OMol25 dataset
Level of theory: ωB97M-V/def2-TZVPD

The calculated total energy is -238378.4266 eV. The calculation puts the energy above the lowest of the compared OMol25 structures with the same formula, charge and spin at 0.0 kJ/mol. For the HOMO energy (spin up / spin down), the calculation gives -8.34 / -8.27 eV. The orbital gap (spin up / spin down) is 8.35 / 6.17 eV. The expectation value of S² is 0.75.

ORCA input file:
```
! wB97M-V def2-TZVPD RIJCOSX def2/J DEFGRID3
* xyz 0 2
Cu 25.835 19.891 -24.027
C 27.895 17.774 -21.897
O 29.166 18.377 -22.139
O 27.034 18.493 -22.698
C 27.968 16.196 -21.930
F 26.741 15.638 -21.999
F 28.720 15.624 -22.898
F 28.568 15.826 -20.803
C 30.223 18.329 -21.206
C 31.392 19.126 -21.825
H 31.139 20.183 -21.914
H 32.266 19.024 -21.179
H 31.654 18.719 -22.803
H 30.617 17.328 -21.022
H 30.045 18.881 -20.278
H 27.591 18.069 -20.883
C 25.537 17.992 -27.015
O 25.565 16.656 -26.511
O 25.816 18.962 -26.073
C 26.106 18.167 -28.453
F 26.296 16.985 -29.045
F 25.552 19.044 -29.282
F 27.407 18.609 -28.261
C 26.850 16.096 -26.298
C 26.654 14.824 -25.386
H 27.601 14.299 -25.256
H 26.230 15.003 -24.400
H 26.025 14.163 -25.983
H 27.565 16.732 -25.773
H 27.316 15.682 -27.194
H 24.464 18.123 -27.206
C 28.883 18.022 -15.213
C 28.568 16.957 -16.275
C 29.125 17.159 -17.663
O 29.010 15.761 -15.658
H 29.842 18.500 -15.429
H 29.010 17.749 -14.166
H 28.106 18.791 -15.209
H 27.492 16.878 -16.442
H 28.796 16.316 -18.275
H 30.210 17.217 -17.756
H 28.621 17.995 -18.153
H 29.957 15.834 -15.509
C 34.524 17.382 -19.819
C 34.462 17.009 -18.344
C 35.345 17.842 -17.451
O 33.112 16.982 -17.951
H 34.350 18.445 -20.013
H 33.858 16.735 -20.389
H 35.500 17.346 -20.313
H 34.837 15.985 -18.266
H 36.388 17.591 -17.642
H 35.187 17.598 -16.398
H 35.148 18.916 -17.441
H 32.886 17.916 -17.782
C 23.959 17.018 -23.543
C 23.230 18.321 -23.881
C 21.702 18.161 -23.667
O 21.096 19.357 -24.116
C 19.711 19.179 -24.292
N 23.864 19.432 -23.156
H 24.956 17.043 -23.983
H 23.449 16.146 -23.953
H 24.109 16.841 -22.478
H 23.355 18.484 -24.952
H 21.446 18.010 -22.614
H 21.406 17.254 -24.199
H 19.169 20.116 -24.415
H 19.204 18.625 -23.498
H 19.582 18.584 -25.201
H 23.908 19.156 -22.179
H 23.264 20.246 -23.235
C 35.769 16.270 -23.326
C 36.295 17.675 -23.476
C 37.621 17.805 -24.236
O 38.004 19.171 -24.279
C 39.322 19.356 -24.667
N 35.247 18.488 -24.103
H 36.467 15.681 -22.728
H 35.679 15.747 -24.279
H 34.800 16.211 -22.831
H 36.437 18.172 -22.510
H 37.464 17.540 -25.285
H 38.390 17.264 -23.682
H 39.535 20.429 -24.692
H 39.468 19.021 -25.696
H 40.092 19.050 -23.953
H 35.650 19.410 -23.976
H 34.512 18.484 -23.404
C 31.028 14.016 -21.418
C 31.157 14.319 -19.912
C 32.631 14.052 -19.522
S 33.406 13.089 -20.849
O 34.030 11.894 -20.268
O 34.164 13.936 -21.728
C 31.856 12.682 -21.643
H 31.424 14.850 -22.001
H 30.018 13.957 -21.819
H 30.431 13.739 -19.338
H 30.813 15.301 -19.583
H 32.681 13.402 -18.650
H 33.296 14.901 -19.385
H 31.494 11.836 -21.057
H 31.986 12.303 -22.656
C 35.383 22.467 -25.195
C 34.018 22.051 -25.803
C 33.017 21.794 -24.695
S 33.887 22.043 -23.097
O 34.529 20.789 -22.688
O 33.010 22.779 -22.193
C 35.120 23.201 -23.873
H 36.025 22.963 -25.920
H 35.917 21.556 -24.913
H 34.035 21.168 -26.441
H 33.802 22.925 -26.419
H 32.642 20.773 -24.641
H 32.239 22.549 -24.785
H 36.012 23.207 -23.251
H 34.612 24.155 -24.007
C 24.871 16.358 -17.766
C 25.057 17.841 -17.467
C 23.754 18.515 -17.808
S 23.153 17.694 -19.323
O 23.479 18.473 -20.515
O 21.838 17.126 -19.034
C 24.346 16.343 -19.205
H 24.151 15.881 -17.097
H 25.743 15.707 -17.697
H 25.782 18.236 -18.183
H 25.358 18.105 -16.454
H 23.876 19.583 -17.984
H 23.014 18.323 -17.032
H 25.082 16.665 -19.946
H 23.877 15.447 -19.609
C 29.911 20.402 -27.311
C 30.440 19.269 -26.469
C 29.546 19.202 -25.214
S 29.045 20.926 -24.776
O 29.792 21.421 -23.640
O 27.598 20.943 -24.681
C 29.625 21.599 -26.389
H 29.044 20.084 -27.891
H 30.571 20.786 -28.090
H 31.466 19.513 -26.180
H 30.471 18.297 -26.959
H 29.893 18.646 -24.344
H 28.599 18.722 -25.477
H 30.564 22.074 -26.104
H 28.923 22.389 -26.653
C 28.227 21.618 -19.386
C 26.928 20.967 -18.934
C 25.812 21.828 -19.527
S 26.507 22.293 -21.214
O 26.407 23.731 -21.404
O 25.966 21.398 -22.251
C 28.247 21.875 -20.866
H 29.058 20.972 -19.103
H 28.351 22.582 -18.888
H 26.823 20.828 -17.856
H 26.769 19.923 -19.219
H 25.854 22.785 -19.008
H 24.864 21.363 -19.787
H 28.923 22.644 -21.233
H 28.430 20.948 -21.414
C 31.839 15.849 -25.326
C 30.553 15.149 -25.663
C 30.851 14.044 -26.684
S 32.404 13.279 -26.117
O 33.455 13.343 -27.137
O 32.102 12.090 -25.326
C 32.789 14.692 -25.038
H 31.722 16.471 -24.437
H 32.189 16.524 -26.109
H 29.820 15.833 -26.099
H 29.986 14.816 -24.792
H 31.133 14.647 -27.549
H 30.060 13.360 -26.983
H 33.858 14.881 -25.107
H 32.545 14.452 -24.002
C 34.083 21.804 -18.823
C 34.068 22.544 -17.469
C 33.482 21.616 -16.425
S 32.066 20.722 -17.303
O 30.747 21.300 -17.038
O 32.345 19.277 -17.175
C 32.592 21.412 -18.952
H 34.779 20.975 -18.932
H 34.230 22.486 -19.661
H 33.394 23.402 -17.414
H 35.003 22.947 -17.079
H 33.106 22.045 -15.498
H 34.139 20.780 -16.183
H 31.985 22.316 -18.955
H 32.248 20.622 -19.617
*
```

***

Number 1: largest force on an atom 1.828 eV/A. Number 2: largest force on an atom 3.930 eV/A. Number 3: largest force on an atom 4.292 eV/A.